# C33H48N9OS2Sc

A structure of composition C33H48N9OS2Sc (ωB97M-V/def2-TZVPD, the OMol25 dataset).

Structure (XYZ):
```
94
Properties=species:S:1:pos:R:3
Sc -0.239 -0.836 -0.035
C 4.864 -2.762 -4.121
S 4.588 -2.408 -2.381
C 2.793 -2.513 -2.213
S 1.795 -2.219 -3.535
N 2.555 -2.860 -0.978
N 1.303 -2.706 -0.416
C 0.931 -3.753 0.220
C -0.228 -3.765 1.115
C -0.457 -4.879 1.917
C -1.501 -4.852 2.825
C -2.284 -3.713 2.910
C -1.994 -2.650 2.071
N -1.003 -2.675 1.185
H 5.934 -2.637 -4.289
H 4.307 -2.075 -4.752
H 4.580 -3.786 -4.356
H 1.533 -4.657 0.158
H 0.191 -5.740 1.829
H -1.691 -5.705 3.463
H -3.106 -3.634 3.608
H -2.581 -1.743 2.100
C -2.937 1.005 0.920
N -2.338 0.057 0.000
C -2.984 -0.212 -1.101
C -2.548 -1.207 -1.984
C -3.174 -1.742 -3.123
C -2.391 -2.820 -3.509
C -1.320 -2.880 -2.597
N -1.400 -1.915 -1.680
C -4.059 0.449 1.778
C -4.776 -0.695 1.448
C -5.805 -1.145 2.269
C -6.133 -0.457 3.425
C -5.423 0.689 3.762
C -4.398 1.133 2.944
H -3.315 1.883 0.377
H -2.153 1.376 1.578
H -3.891 0.340 -1.364
H -4.088 -1.387 -3.575
H -2.549 -3.485 -4.342
H -0.491 -3.569 -2.605
H -4.526 -1.255 0.556
H -6.350 -2.040 1.997
H -6.933 -0.811 4.062
H -5.667 1.234 4.665
H -3.839 2.022 3.218
C 0.139 0.406 3.612
C 1.250 -0.271 2.810
C 2.485 0.628 2.759
C 1.605 -1.621 3.430
O 0.808 -0.471 1.500
H 0.459 0.623 4.635
H -0.743 -0.238 3.660
H -0.148 1.342 3.127
H 2.861 0.862 3.759
H 2.229 1.562 2.253
H 3.279 0.140 2.192
H 2.023 -1.499 4.432
H 2.339 -2.135 2.807
H 0.715 -2.250 3.505
C 1.894 3.872 -4.028
C 1.778 2.392 -4.371
N 1.950 1.518 -3.218
C 3.315 1.159 -2.839
C 3.806 1.864 -1.580
C 0.904 1.059 -2.501
C -0.478 1.492 -2.889
N 1.022 0.240 -1.506
H 1.656 4.488 -4.896
H 2.906 4.121 -3.707
H 1.211 4.138 -3.219
H 2.547 2.117 -5.095
H 0.828 2.175 -4.853
H 3.956 1.414 -3.683
H 3.388 0.073 -2.742
H 3.848 2.946 -1.725
H 4.807 1.511 -1.327
H 3.155 1.658 -0.729
H -0.524 2.543 -3.169
H -1.142 1.333 -2.047
H -0.827 0.884 -3.727
H 1.977 -0.070 -1.358
C 0.209 5.075 2.261
N 0.918 4.258 1.288
C 2.373 4.329 1.267
C 0.319 3.178 0.807
N -0.206 2.240 0.383
H 0.448 6.126 2.093
H 0.488 4.806 3.284
H -0.862 4.936 2.137
H 2.682 5.339 0.994
H 2.757 3.632 0.527
H 2.795 4.077 2.244
```

Properties
Orbital gap (eV): 6.73
Relative energy (zero: lowest compared OMol25 entry of this formula, charge and spin) (kJ/mol): 42.2
E_tot (a.u.): -3411.5479

Atom charges from the Mulliken analysis, given in e for atoms 1 to 6:
1. Sc -1.978
2. C -0.822
3. S -0.090
4. C 0.272
5. S -0.362
6. N -1.528